[1]
C6H15CsNO4S | wB97M-V/def2-TZVPD

Positions of all 28 atoms, in Å:
1 Cs -22.556 -20.719 6.801
2 S -24.878 -23.243 5.878
3 O -26.236 -22.959 5.375
4 O -24.768 -22.694 7.260
5 O -24.573 -24.676 5.891
6 O -23.892 -22.544 5.020
7 C -18.729 -26.592 6.819
8 C -19.879 -26.119 5.941
9 N -20.431 -24.849 6.368
10 C -21.255 -24.966 7.574
11 C -21.020 -23.787 8.500
12 C -21.166 -24.158 5.313
13 C -20.310 -23.743 4.111
14 H -18.277 -27.520 6.473
15 H -19.065 -26.763 7.846
16 H -17.986 -25.793 6.861
17 H -19.509 -26.025 4.919
18 H -20.679 -26.878 5.885
19 H -22.328 -24.978 7.330
20 H -21.034 -25.908 8.080
21 H -21.397 -24.045 9.499
22 H -19.962 -23.562 8.647
23 H -21.592 -22.920 8.191
24 H -21.646 -23.248 5.681
25 H -21.985 -24.792 4.949
26 H -20.912 -23.128 3.444
27 H -20.004 -24.629 3.553
28 H -19.409 -23.210 4.426

## Properties
Orbital gap   4.895 eV
HOMO energy   -0.1244 Eh
Total charge   -1

[2]
C8H14NS | wB97M-V/def2-TZVPD

Positions of all 24 atoms, in Å:
1 C 1.950 -1.234 -1.286
2 C -0.992 -0.885 -0.885
3 C 1.274 -2.102 -0.284
4 C 1.434 -0.093 -0.435
5 C -0.134 -1.711 0.057
6 C 1.014 -0.999 0.723
7 C -1.033 2.912 0.156
8 C -1.261 0.923 1.479
9 N -0.608 1.482 0.386
10 S -0.219 0.706 -0.946
11 H 3.114 -1.381 -1.306
12 H 1.843 -1.512 -2.262
13 H -0.792 -1.253 -1.967
14 H -2.103 -0.940 -0.881
15 H 1.729 -3.106 -0.191
16 H 2.147 0.692 -0.322
17 H -0.714 -2.317 0.774
18 H 0.944 -1.054 1.799
19 H -0.238 3.324 -0.467
20 H -2.015 2.896 -0.258
21 H -1.004 3.481 1.044
22 H -0.817 -0.082 1.714
23 H -1.239 1.650 2.218
24 H -2.281 0.602 1.140

## Properties
Orbital gap   10.565 eV
HOMO energy   -0.4920 Eh
Total charge   +1

[3]
C2H6 | wB97M-V/def2-TZVPD

Positions of all 8 atoms, in Å:
1 C 0.825 -0.035 -0.003
2 C -0.642 -0.105 -0.102
3 H 1.200 0.839 -0.600
4 H 1.234 -0.012 0.980
5 H 1.167 -0.911 -0.642
6 H -1.468 0.825 0.974
7 H -1.194 -0.918 0.381
8 H -1.122 0.317 -0.987

## Properties
Orbital gap   10.804 eV
HOMO energy   -0.3563 Eh

[4]
C8H13N3O2 | wB97M-V/def2-TZVPD

Positions of all 26 atoms, in Å:
1 C -1.600 -0.862 1.351
2 N -0.376 -0.098 1.122
3 C 0.916 -0.786 1.139
4 C -0.424 1.178 0.943
5 H -1.317 -1.913 1.420
6 H -2.075 -0.524 2.280
7 H -2.306 -0.710 0.523
8 H 0.713 -1.856 1.059
9 H 1.529 -0.436 0.300
10 H 1.443 -0.550 2.071
11 H 0.507 1.717 0.767
12 H -1.399 1.672 0.970
13 C 3.503 4.325 4.526
14 N 2.397 3.395 4.476
15 C 2.205 2.660 3.269
16 O 3.028 2.852 2.366
17 N 1.157 1.818 3.182
18 C 0.279 1.664 4.194
19 O -0.695 0.875 4.090
20 C 0.483 2.442 5.414
21 C 1.530 3.285 5.505
22 H 3.614 4.696 5.547
23 H 4.426 3.835 4.203
24 H 3.333 5.175 3.855
25 H -0.225 2.326 6.220
26 H 1.743 3.901 6.381

## Properties
Orbital gap   7.026 eV
HOMO energy   -0.2787 Eh

[5]
C5H12NO | wB97M-V/def2-TZVPD

Positions of all 19 atoms, in Å:
1 C -1.530 2.254 0.264
2 C -0.639 1.571 1.332
3 C -0.260 0.282 0.777
4 C 0.975 0.146 0.118
5 N 1.185 -0.745 -0.904
6 C 2.379 -1.213 -1.181
7 H -1.247 2.013 -0.757
8 H -2.540 1.898 0.372
9 H -1.575 3.295 0.489
10 H 0.268 2.109 1.603
11 H -1.132 1.364 2.291
12 H -1.098 -0.403 0.666
13 H 1.817 0.743 0.444
14 H 0.412 -1.407 -1.172
15 H 3.258 -0.658 -0.895
16 H 2.414 -2.136 -1.761
17 H -0.401 -3.659 -0.526
18 H -1.602 -2.695 -0.429
19 O -0.684 -2.760 -0.732

## Properties
Orbital gap (alpha / beta)   9.154 / 7.211 eV
⟨S²⟩   0.76
Spin multiplicity   2
HOMO energy (alpha / beta)   -0.7400 / -0.7436 Eh
Total charge   +2

[6]
C11H11Cl4NO3 | wB97M-V/def2-TZVPD

Positions of all 30 atoms, in Å:
1 O 0.318 -0.139 1.808
2 C 0.941 0.846 1.415
3 C 2.479 0.784 1.213
4 O 3.018 -0.256 0.833
5 C 3.208 2.010 1.536
6 Cl 4.901 1.825 1.591
7 C 2.564 3.228 1.744
8 Cl 3.472 4.620 2.163
9 C 1.131 3.328 1.631
10 Cl 0.337 4.810 1.955
11 C 0.386 2.189 1.342
12 Cl -1.303 2.272 1.090
13 C -2.589 -0.864 0.298
14 N -1.278 -0.913 -0.282
15 C -1.104 -0.169 -1.509
16 C -0.926 -1.069 -2.734
17 O -0.011 -2.123 -2.454
18 C -0.378 -2.952 -1.361
19 C -0.523 -2.135 -0.088
20 H -3.175 -1.766 0.043
21 H -2.497 -0.803 1.395
22 H -3.147 0.012 -0.061
23 H -1.981 0.488 -1.610
24 H -0.168 0.415 -1.413
25 H -1.898 -1.456 -3.110
26 H -0.416 -0.490 -3.518
27 H -1.286 -3.544 -1.590
28 H 0.486 -3.615 -1.257
29 H 0.482 -1.841 0.235
30 H -1.042 -2.693 0.694

## Properties
Orbital gap   5.168 eV
HOMO energy   -0.2810 Eh
SMILES   O=C1C(=O)C(Cl)=C(Cl)C(Cl)=C1Cl.CN1CCOCC1

[7]
C19H64N8O13 | wB97M-V/def2-TZVPD

Positions of all 104 atoms, in Å:
1 C 0.326 0.974 3.535
2 C -0.520 -0.279 3.563
3 O 0.051 -1.188 2.695
4 H 0.373 1.511 2.635
5 H 1.374 0.672 3.856
6 H -0.110 1.736 4.186
7 H -1.461 0.036 3.194
8 H -0.802 -0.628 4.569
9 H 0.569 -1.804 3.241
10 C 3.415 1.416 1.004
11 C 3.798 0.277 1.999
12 O 4.890 0.602 2.832
13 H 3.004 2.240 1.505
14 H 2.506 1.195 0.317
15 H 4.237 1.765 0.378
16 H 4.249 -0.574 1.418
17 H 2.931 -0.012 2.574
18 H 4.609 0.405 3.693
19 C -3.577 4.717 -1.205
20 C -2.366 3.858 -0.760
21 O -2.850 2.649 -0.141
22 H -4.148 4.217 -2.009
23 H -3.215 5.708 -1.561
24 H -4.287 4.932 -0.391
25 H -1.836 4.299 -0.005
26 H -1.727 3.590 -1.622
27 H -2.038 2.155 0.069
28 C 2.771 -3.088 3.039
29 C 2.769 -2.818 4.619
30 O 1.723 -1.909 4.813
31 H 3.069 -2.204 2.548
32 H 1.796 -3.381 2.643
33 H 3.515 -3.779 2.679
34 H 3.677 -2.301 4.983
35 H 2.636 -3.692 5.260
36 H 2.095 -1.156 5.076
37 C -4.026 -0.691 2.307
38 C -3.251 -1.078 1.040
39 O -3.774 -0.444 -0.138
40 H -5.131 -1.007 2.326
41 H -4.038 0.289 2.783
42 H -3.481 -1.299 3.057
43 H -3.167 -2.139 0.839
44 H -2.212 -0.723 1.093
45 H -3.128 -0.228 -0.824
46 C -1.492 3.769 2.796
47 C -2.910 3.353 2.892
48 O -3.278 3.410 4.236
49 H -1.491 4.782 2.424
50 H -1.067 3.069 2.017
51 H -0.915 3.768 3.685
52 H -3.067 2.322 2.392
53 H -3.406 4.081 2.218
54 H -2.628 2.918 4.754
55 C 2.927 -3.620 -1.181
56 O 3.094 -2.682 -0.091
57 N 3.853 -3.989 -2.036
58 N 1.731 -4.013 -1.562
59 H 4.882 -4.027 -1.795
60 H 3.688 -4.709 -2.739
61 H 0.937 -3.695 -0.962
62 H 1.478 -4.452 -2.494
63 C -2.045 1.389 -3.546
64 O -0.833 2.060 -3.228
65 N -2.861 1.154 -2.537
66 N -2.379 0.814 -4.644
67 H -2.760 1.739 -1.640
68 H -3.792 0.683 -2.696
69 H -1.807 0.953 -5.490
70 H -3.171 0.184 -4.652
71 C 0.310 0.221 -0.440
72 O -0.567 1.047 0.230
73 N 0.958 -0.789 0.068
74 N 0.214 0.107 -1.671
75 H 0.883 -0.863 1.122
76 H 1.693 -1.271 -0.380
77 H -0.264 0.894 -2.163
78 H 0.694 -0.657 -2.206
79 C -1.517 -2.971 -1.381
80 O -2.495 -3.949 -1.373
81 N -0.518 -2.957 -0.531
82 N -1.647 -1.901 -2.088
83 H -0.553 -3.740 0.205
84 H 0.121 -2.177 -0.234
85 H -2.499 -1.587 -2.508
86 H -0.892 -1.267 -1.832
87 C -0.235 -2.084 -5.419
88 O -0.718 -3.192 -4.659
89 H -0.331 -1.121 -4.808
90 H -0.664 -1.910 -6.367
91 H 0.895 -2.110 -5.663
92 H -1.004 -2.913 -3.843
93 C 2.816 -1.105 -3.096
94 O 1.602 -1.815 -3.001
95 H 2.703 -0.132 -3.419
96 H 3.532 -1.495 -3.819
97 H 3.188 -1.037 -2.084
98 H 1.702 -2.702 -2.696
99 C 1.778 3.336 -1.404
100 O 1.383 4.257 -2.320
101 H 2.415 3.836 -0.623
102 H 2.188 2.452 -1.612
103 H 0.912 3.100 -0.865
104 H 1.993 4.412 -2.952

## Properties
Orbital gap   9.145 eV
HOMO energy   -0.3375 Eh

[8]
C33H66CaGeNO11P3 | wB97M-V/def2-TZVPD

Positions of all 116 atoms, in Å:
1 Ca 0.083 0.829 0.363
2 O 2.631 4.428 2.767
3 C 1.755 3.711 1.944
4 O 2.313 3.338 0.734
5 C 0.427 3.611 2.208
6 C -0.156 4.128 3.437
7 C -1.499 4.062 3.612
8 C -2.331 3.452 2.638
9 C -1.713 2.894 1.546
10 N -0.392 2.969 1.290
11 C -2.588 2.060 0.578
12 O -3.812 2.077 0.732
13 O -1.972 1.403 -0.335
14 H 3.200 3.789 3.210
15 H 0.495 4.566 4.180
16 H -1.935 4.458 4.525
17 H -3.396 3.336 2.759
18 C 2.023 -0.305 4.246
19 C 0.706 -0.816 4.791
20 C 0.856 -1.538 6.117
21 O 0.152 -1.772 3.857
22 P -0.979 -1.306 2.835
23 O -0.949 0.127 2.473
24 C -0.831 -2.443 1.491
25 P 0.864 -2.190 0.463
26 O 1.337 -0.874 1.121
27 O 1.734 -3.326 1.300
28 C 1.614 -4.672 0.848
29 C 2.830 -5.043 0.023
30 C 1.436 -5.553 2.080
31 O 2.417 -3.126 -2.267
32 C 1.346 -2.765 -3.008
33 C 0.292 -3.888 -3.090
34 C 1.731 -2.325 -4.437
35 O -2.351 -1.546 3.655
36 C -2.754 -2.861 4.049
37 C -3.822 -3.364 3.096
38 C -3.256 -2.764 5.478
39 H 2.441 0.439 4.930
40 H 1.881 0.142 3.265
41 H 2.729 -1.131 4.134
42 H 0.005 0.016 4.893
43 H 1.512 -2.402 5.997
44 H -0.112 -1.884 6.484
45 H 1.292 -0.871 6.863
46 H -1.672 -2.258 0.815
47 H -0.865 -3.476 1.845
48 H 0.721 -4.769 0.214
49 H 3.730 -4.941 0.638
50 H 2.878 -4.387 -0.854
51 H 2.753 -6.084 -0.309
52 H 2.336 -5.506 2.699
53 H 1.266 -6.595 1.794
54 H 0.596 -5.210 2.687
55 H 0.794 -1.886 -2.566
56 H 0.778 -4.795 -3.468
57 H -0.561 -3.641 -3.737
58 H -0.086 -4.099 -2.085
59 H 2.226 -3.158 -4.950
60 H 2.442 -1.496 -4.382
61 H 0.867 -2.003 -5.034
62 H -1.885 -3.529 4.024
63 H -4.648 -2.651 3.062
64 H -4.205 -4.333 3.427
65 H -3.425 -3.474 2.088
66 H -4.087 -2.057 5.530
67 H -2.463 -2.409 6.137
68 H -3.601 -3.738 5.835
69 C -4.256 -1.913 -2.441
70 C -3.060 -1.060 -2.029
71 P -2.739 0.488 -2.987
72 C -3.113 -0.074 -4.719
73 C -2.896 1.039 -5.740
74 C -4.261 1.461 -2.588
75 C -4.034 2.964 -2.723
76 H -4.463 -2.685 -1.694
77 H -4.081 -2.420 -3.392
78 H -5.161 -1.310 -2.545
79 H -2.140 -1.653 -2.057
80 H -3.169 -0.706 -1.001
81 H -4.133 -0.466 -4.807
82 H -2.432 -0.906 -4.930
83 H -3.654 1.820 -5.642
84 H -2.941 0.663 -6.766
85 H -1.922 1.514 -5.599
86 H -4.492 1.248 -1.541
87 H -5.101 1.130 -3.209
88 H -3.223 3.273 -2.062
89 H -4.928 3.525 -2.440
90 H -3.764 3.251 -3.743
91 C 4.782 5.584 -0.294
92 Ge 3.583 4.498 -1.407
93 C 3.192 5.477 -3.073
94 C 4.514 2.827 -1.826
95 C 1.949 4.175 -0.375
96 H 5.633 5.949 -0.875
97 H 5.153 4.980 0.536
98 H 4.254 6.437 0.134
99 H 4.114 5.625 -3.641
100 H 2.755 6.456 -2.865
101 H 2.494 4.919 -3.700
102 H 5.578 3.025 -1.971
103 H 4.119 2.347 -2.722
104 H 4.402 2.128 -0.996
105 H 1.142 3.706 -0.939
106 H 1.558 5.128 -0.003
107 C 3.381 -0.364 -1.372
108 O 2.681 0.496 -2.326
109 C 1.584 1.053 -1.969
110 C 0.982 1.742 -3.148
111 H 4.439 -0.181 -1.555
112 H 3.106 -1.403 -1.613
113 H 3.089 -0.075 -0.365
114 H 1.630 1.760 -4.029
115 H 0.649 2.745 -2.873
116 H 0.051 1.202 -3.363

## Properties
Orbital gap   4.736 eV
HOMO energy   -0.0242 Eh
Total charge   -2

[9]
C11H23BiBrNO2P2 | wB97M-V/def2-TZVPD

Positions of all 41 atoms, in Å:
1 Bi 0.372 1.171 -0.275
2 P 2.127 -0.903 0.238
3 C 2.383 -1.301 -1.539
4 C 1.089 -1.594 -2.280
5 N -0.043 -0.994 -1.826
6 C -1.243 -1.348 -2.357
7 C -1.322 -2.206 -3.457
8 C -0.161 -2.743 -3.989
9 C 1.050 -2.458 -3.376
10 C -2.506 -0.741 -1.781
11 P -2.229 0.753 -0.766
12 H 1.965 -2.909 -3.755
13 H -2.283 -2.459 -3.908
14 H -0.201 -3.392 -4.856
15 H -3.208 -0.450 -2.587
16 H -3.009 -1.440 -1.079
17 H 2.890 -0.403 -1.962
18 H 3.068 -2.171 -1.539
19 H 1.333 4.028 -2.196
20 O 1.667 3.164 -2.528
21 H 2.318 3.395 -3.222
22 H -0.737 4.654 0.108
23 O -0.837 4.770 -0.872
24 H -1.256 5.645 -1.020
25 C -2.413 2.020 -2.039
26 H -3.428 1.900 -2.460
27 H -2.277 3.032 -1.623
28 H -1.672 1.807 -2.828
29 C -3.702 0.874 0.265
30 H -3.598 1.762 0.905
31 H -4.623 0.972 -0.337
32 H -3.762 -0.052 0.861
33 C 2.101 -2.571 0.950
34 H 3.030 -3.111 0.683
35 H 2.043 -2.467 2.046
36 H 1.234 -3.114 0.537
37 C 3.786 -0.315 0.669
38 H 3.777 -0.071 1.742
39 H 4.563 -1.086 0.489
40 H 4.004 0.567 0.045
41 Br -0.205 1.285 2.277

## Properties
Orbital gap   8.373 eV
HOMO energy   -0.5760 Eh
Total charge   +2

[10]
C3H2N2O3 | wB97M-V/def2-TZVPD

Positions of all 10 atoms, in Å:
1 O 1.868 -1.383 -0.419
2 C 0.792 -0.797 -0.269
3 C -0.489 -1.280 0.299
4 N -1.183 -0.590 1.059
5 O -0.600 0.776 1.247
6 C -0.785 1.530 0.184
7 N -0.332 1.301 -0.985
8 O 0.668 0.379 -1.144
9 H -0.624 -2.333 0.237
10 H -1.363 2.466 0.492

## Properties
Orbital gap   9.593 eV
HOMO energy   -0.3823 Eh
SMILES   O=C1C=NOC=NO1

Energy above the lowest of the compared OMol25 structures with the same formula, charge and spin (kcal per mole)
0.00; 95.85; 54.98; 16.33; 44.81; 20.74; 270.37; 35.99; 0.00; 143.35